Record 1
Entry from the Open Molecules 2025 dataset: the molecule C12H14N2O in a non-equilibrium geometry (wB97M-V/def2-TZVPD).

```
! RIJCOSX wB97M-V def2-TZVPD def2/J DEFGRID3
* xyz 0 1
C 1.522 3.468 0.040
O 1.061 2.092 0.301
C -0.042 1.661 -0.473
C -0.704 2.518 -1.390
C -1.727 1.992 -2.170
C -2.159 0.676 -1.997
C -1.496 -0.197 -1.109
C -1.694 -1.584 -0.735
C -0.655 -1.888 0.111
N 0.070 -0.720 0.387
C -0.462 0.323 -0.363
C 1.176 -0.683 1.362
C 1.268 -1.996 2.144
N 1.096 -3.133 1.226
C -0.283 -3.214 0.715
H 0.683 4.191 0.163
H 1.778 3.505 -1.033
H 2.368 3.733 0.675
H -0.432 3.549 -1.533
H -2.212 2.616 -2.922
H -2.958 0.234 -2.601
H -2.439 -2.262 -1.111
H 1.016 0.134 2.034
H 2.103 -0.526 0.806
H 2.288 -2.030 2.555
H 0.539 -2.081 2.970
H 1.708 -3.006 0.435
H -0.940 -3.400 1.539
H -0.471 -3.971 -0.025
*
```

The SMILES is COc1cccc2cc3n(c12)CCNC3. For the frontier orbital gap, the calculation gives 8.28 eV. The value obtained for the relative energy (zero: lowest compared OMol25 entry of this formula, charge and spin) is 175.24 kJ/mol. For the HOMO energy, the calculation gives -7.42 eV.

Record 2
Entry from the Open Molecules 2025 dataset: a cluster of 6 separate species, C12H24BrO21P2S5 in total in a non-equilibrium geometry (wB97M-V/def2-TZVPD).

```
! RIJCOSX wB97M-V def2-TZVPD def2/J DEFGRID3
* xyz 1 1
C -0.597 0.923 1.788
C 0.212 0.905 2.680
P 1.651 0.945 3.585
Br 3.113 -0.444 2.774
P 2.496 3.009 3.342
O 1.842 3.591 2.160
H -1.325 0.939 0.985
H 1.366 0.611 4.923
H 3.894 2.868 3.238
H 2.244 3.692 4.550
C -2.778 -0.609 -3.202
C -2.255 -1.837 -2.485
O -2.208 -1.432 -1.100
S -3.408 -0.428 -0.798
O -4.492 -1.125 -0.213
O -2.861 0.728 -0.167
O -3.775 -0.081 -2.303
H -2.002 0.144 -3.343
H -3.244 -0.841 -4.155
H -1.259 -2.124 -2.808
H -2.935 -2.685 -2.576
C 4.404 3.720 0.229
C 4.790 4.115 -1.176
O 6.180 3.745 -1.269
S 6.458 2.440 -0.394
O 6.414 1.288 -1.222
O 7.556 2.693 0.464
O 5.097 2.483 0.462
H 4.751 4.458 0.958
H 3.335 3.564 0.343
H 4.679 5.177 -1.375
H 4.229 3.542 -1.916
C 1.065 -3.960 6.038
C 1.734 -3.204 4.908
O 0.708 -2.314 4.424
S -0.231 -1.869 5.645
O 0.218 -0.591 6.099
O -1.578 -2.083 5.283
O 0.252 -2.963 6.687
H 0.415 -4.754 5.669
H 1.774 -4.365 6.753
H 2.064 -3.850 4.099
H 2.573 -2.606 5.270
C -8.407 -0.488 -0.764
C -7.652 -1.752 -1.120
O -8.665 -2.765 -1.142
S -10.047 -2.143 -1.664
O -10.186 -2.401 -3.051
O -11.063 -2.481 -0.738
O -9.641 -0.602 -1.483
H -8.624 -0.435 0.304
H -7.889 0.415 -1.078
H -6.891 -2.007 -0.389
H -7.202 -1.685 -2.113
C 4.784 -0.504 -4.622
C 4.980 0.904 -5.145
O 3.658 1.473 -5.104
S 2.859 0.885 -3.857
O 2.961 1.787 -2.763
O 1.596 0.418 -4.298
O 3.823 -0.352 -3.562
H 4.364 -1.165 -5.382
H 5.696 -0.934 -4.218
H 5.349 0.929 -6.166
H 5.635 1.489 -4.497
*
```

For the frontier orbital gap, the calculation gives 7.50 eV. The value obtained for the relative energy (zero: lowest compared OMol25 entry of this formula, charge and spin) is 0.00 kJ/mol. For the HOMO energy, the calculation gives -12.29 eV.

Record 3
Entry from the Open Molecules 2025 dataset: a structure of composition C21H26Cl2F6N3OPdSbSi2 (wB97M-V/def2-TZVPD).

```
! RIJCOSX wB97M-V def2-TZVPD def2/J DEFGRID3
* xyz -1 4
Pd -0.134 0.162 0.181
Cl 0.976 5.197 0.503
C 1.998 3.890 -0.013
C 3.347 4.153 -0.282
C 4.196 3.161 -0.682
Cl 5.886 3.530 -0.955
C 3.716 1.844 -0.858
C 4.502 0.743 -1.268
C 3.934 -0.486 -1.425
C 2.559 -0.643 -1.183
N 1.806 0.359 -0.799
C 2.351 1.595 -0.604
C 1.441 2.611 -0.105
O 0.229 2.331 0.209
H 3.720 5.163 -0.159
H 5.561 0.893 -1.443
H 4.519 -1.346 -1.725
H 2.072 -1.604 -1.311
C -1.841 -1.360 -2.195
Si -2.643 0.047 -1.285
C -4.485 -0.018 -1.568
C -2.019 1.620 -2.073
N -2.221 0.022 0.379
C -2.675 0.005 1.614
C -4.061 -0.014 1.951
C -4.460 -0.012 3.254
C -3.503 0.008 4.306
C -2.165 0.011 4.037
C -1.678 -0.001 2.687
N -0.392 -0.003 2.333
Si 0.990 -0.176 3.403
C 0.887 -1.737 4.409
C 2.525 -0.312 2.373
C 1.109 1.359 4.450
H -2.226 -1.372 -3.224
H -2.033 -2.335 -1.738
H -0.759 -1.229 -2.254
H -4.708 -0.012 -2.641
H -4.973 0.854 -1.113
H -4.924 -0.925 -1.132
H -2.571 1.803 -3.005
H -0.959 1.538 -2.322
H -2.129 2.488 -1.416
H -4.789 -0.024 1.147
H -5.518 -0.018 3.494
H -3.841 0.024 5.336
H -1.455 0.039 4.852
H 0.814 -2.587 3.718
H 0.027 -1.782 5.080
H 1.797 -1.858 5.007
H 2.400 -1.079 1.598
H 3.368 -0.617 3.005
H 2.783 0.643 1.898
H 0.257 1.466 5.131
H 1.115 2.229 3.783
H 2.030 1.370 5.045
F 0.207 -2.183 0.266
Sb 0.492 -4.070 0.420
F 1.219 -3.978 -1.318
F 0.837 -5.908 0.557
F -1.208 -4.382 -0.315
F -0.245 -3.994 2.146
F 2.191 -3.648 1.116
*
```

For the frontier orbital gap (alpha / beta), the calculation gives 6.75 / 6.57 eV. The value obtained for the relative energy (zero: lowest compared OMol25 entry of this formula, charge and spin) is 21.25 kJ/mol. As for the expectation value of S²: 3.776. For the HOMO energy (alpha / beta), the calculation gives -4.59 / -5.28 eV.

Record 4
Entry from the Open Molecules 2025 dataset: the molecule C8H12O in a non-equilibrium geometry (wB97M-V/def2-TZVPD).

```
! RIJCOSX wB97M-V def2-TZVPD def2/J DEFGRID3
* xyz 0 1
C 2.621 -0.775 -0.012
C 1.231 -0.420 -0.606
C -0.001 -0.995 0.289
C -0.430 0.092 1.224
C 0.372 1.299 0.881
C 0.594 1.025 -0.598
O -0.747 0.847 -1.007
C -1.147 -0.223 -0.092
C -2.633 -0.689 -0.152
H 2.888 -1.849 0.010
H 2.572 -0.359 1.016
H 3.341 -0.358 -0.648
H 1.009 -0.915 -1.591
H 0.091 -2.043 0.706
H -0.782 -0.030 2.252
H -0.236 2.200 0.938
H 1.246 1.386 1.526
H 1.204 1.743 -1.206
H -3.083 -0.743 0.854
H -2.686 -1.682 -0.658
H -3.234 -0.009 -0.745
*
```

The SMILES is C[C@H]1[C@H]2[C@H]3C[C@@H]1O[C@@]23C. For the frontier orbital gap, the calculation gives 9.96 eV. The value obtained for the relative energy (zero: lowest compared OMol25 entry of this formula, charge and spin) is 167.12 kJ/mol. For the HOMO energy, the calculation gives -8.90 eV.

Record 5
Entry from the Open Molecules 2025 dataset: a structure of composition C31H55IrN2OP2 in a non-equilibrium geometry (wB97M-V/def2-TZVPD).

```
! RIJCOSX wB97M-V def2-TZVPD def2/J DEFGRID3
* xyz 3 2
Ir 0.040 0.188 -0.172
C 1.834 0.853 4.639
C 1.017 1.133 3.387
C -0.457 0.820 3.605
P 1.673 0.296 1.839
C 3.090 1.350 1.192
C 2.615 2.803 1.126
C 4.426 1.272 1.919
C 2.201 -1.457 2.242
C 0.935 -2.192 2.688
C 3.353 -1.727 3.201
H 1.530 1.555 5.416
H 2.901 0.990 4.482
H 1.650 -0.145 5.030
H 1.108 2.197 3.136
H -0.605 -0.175 4.015
H -1.017 0.898 2.674
H -0.871 1.530 4.318
H 3.234 0.977 0.166
H 2.734 3.288 2.093
H 1.568 2.875 0.822
H 3.214 3.359 0.410
H 4.337 1.527 2.969
H 5.096 2.000 1.463
H 4.898 0.300 1.824
H 2.508 -1.835 1.259
H 0.791 -2.082 3.759
H 1.021 -3.256 2.481
H 0.054 -1.802 2.174
H 3.171 -1.362 4.204
H 4.295 -1.319 2.854
H 3.472 -2.807 3.272
C 3.268 -3.059 -2.427
C 2.565 -2.186 -1.392
P 1.021 -1.323 -1.937
C 1.491 -0.558 -3.550
C 0.364 0.211 -4.228
C -0.066 -2.747 -2.400
C -1.516 -2.377 -2.688
H 4.163 -3.476 -1.970
H 3.584 -2.494 -3.298
H 2.646 -3.891 -2.744
H 3.263 -1.424 -1.029
H 2.281 -2.816 -0.543
H 1.825 -1.369 -4.201
H 2.342 0.102 -3.372
H -0.368 -0.464 -4.659
H 0.758 0.817 -5.039
H -0.152 0.869 -3.530
H -0.020 -3.455 -1.567
H 0.385 -3.227 -3.273
H -1.899 -1.691 -1.932
H -2.133 -3.273 -2.696
H -1.627 -1.904 -3.659
C -2.055 -3.437 0.769
N -3.210 -2.609 0.552
C -4.496 -3.276 0.579
C -5.563 -2.312 1.073
C -5.536 -1.086 0.178
N -4.189 -0.559 0.065
C -4.089 0.834 -0.290
C -3.082 -1.272 0.382
O -1.964 -0.711 0.511
H -2.157 -4.348 0.174
H -1.981 -3.727 1.822
H -1.151 -2.900 0.484
H -4.417 -4.146 1.234
H -4.739 -3.647 -0.426
H -5.352 -2.028 2.105
H -6.547 -2.777 1.044
H -6.175 -0.296 0.581
H -5.905 -1.338 -0.825
H -4.882 1.076 -0.993
H -3.125 1.050 -0.748
H -4.209 1.466 0.594
C 1.121 4.571 -3.756
C 1.771 3.417 -3.328
C 1.260 2.690 -2.269
C 0.094 3.088 -1.590
C -0.455 2.305 -0.538
C -1.488 2.866 0.217
C -2.050 4.097 -0.106
C -1.587 4.815 -1.197
C -0.515 4.324 -1.965
C -0.001 5.024 -3.078
H 1.497 5.117 -4.608
H 2.672 3.087 -3.826
H 1.766 1.802 -1.905
H -1.874 2.338 1.078
H -2.849 4.490 0.501
H -2.030 5.771 -1.444
H -0.498 5.927 -3.404
*
```

For the frontier orbital gap (alpha / beta), the calculation gives 4.16 / 4.75 eV. As for the expectation value of S²: 0.782. For the HOMO energy (alpha / beta), the calculation gives -16.10 / -16.22 eV.